1.
The following is a DFT calculation (ωB97M-V/def2-TZVPD) of one molecule with the formula C15H30ClN.

Values from the calculation:
**E_HOMO**: -8.512 eV
**Gap between HOMO and LUMO**: 9.39 eV
**SMILES string**: CCCCCCCC[C@H](C/C=C/Cl)CCCN
**Total charge**: 0

Each line ends with the natural charge from an NBO analysis.
Cartesian coordinates (Å):
1 Cl 4.87027 0.93016 1.39582  -0.007
2 N 4.05930 -2.95538 -2.17881  -0.909
3 C -0.22383 -1.03609 0.11843  -0.397
4 C -3.58701 2.08996 -0.31757  -0.400
5 C 3.92033 -0.54041 1.54587  -0.258
6 C 2.94734 -3.98156 -2.16524  -0.204
7 C -3.04220 4.72575 -0.25094  -0.402
8 C 0.75735 -2.18576 0.38063  -0.188
9 C -2.17903 0.37479 1.07517  -0.391
10 C -1.93101 5.67918 0.15081  -0.616
11 C 1.45913 -2.33238 -1.03421  -0.392
12 C -2.62341 3.25136 0.05717  -0.375
13 C 1.68397 -1.77658 1.57761  -0.456
14 C -2.80262 0.72422 -0.26815  -0.397
15 C -1.44166 -0.99717 1.10018  -0.388
16 C 2.47956 -0.50612 1.32598  -0.182
17 C 2.20112 -3.65906 -0.92751  -0.399
18 H -2.09214 -1.85876 0.99369  0.196
19 H -1.06417 -1.09226 2.12913  0.189
20 H -3.08938 0.39652 1.71938  0.200
21 H 1.50228 -4.50023 -0.81554  0.185
22 H -0.73015 -1.19465 -0.72618  0.195
23 H -4.33316 2.24165 0.48944  0.196
24 H 1.12076 -1.58546 2.44046  0.223
25 H 2.39723 -2.55308 1.78684  0.212
26 H 4.97407 -3.26487 -1.78181  0.378
27 H -2.30843 6.75201 0.36665  0.215
28 H 2.79191 -3.60515 -0.07716  0.193
29 H -3.96730 4.92183 0.20744  0.190
30 H -2.28048 3.18845 1.10576  0.194
31 H -3.21391 4.76758 -1.26532  0.193
32 H -4.04870 2.36007 -1.26490  0.206
33 H 4.32038 -1.50820 2.01341  0.221
34 H 0.66751 -2.40408 -1.78174  0.203
35 H -1.71992 3.17030 -0.59755  0.178
36 H -1.45746 1.13359 1.48330  0.199
37 H 2.03700 0.47708 0.87840  0.223
38 H -3.45618 -0.10385 -0.55617  0.201
39 H 2.15082 -1.44636 -1.21814  0.204
40 H -1.23255 5.69313 -0.76362  0.204
41 H 0.19510 -0.02128 0.14714  0.195
42 H 3.31981 -4.98922 -2.05504  0.195
43 H -1.22505 5.40227 0.99381  0.212
44 H -1.99156 0.78492 -0.89172  0.192
45 H 3.83653 -1.94581 -2.05210  0.378
46 H 0.11898 -3.04961 0.51481  0.210
47 H 2.23052 -3.97141 -3.00790  0.182

---

2.
The following is a DFT calculation (ωB97M-V/def2-TZVPD) of a 6-piece molecular cluster, C15H30ClO19 overall.

Values from the calculation:
**E_HOMO**: -6.556 eV
**Gap between HOMO and LUMO**: 8.90 eV
**Total charge**: -1

Each line ends with the natural charge from an NBO analysis.
Cartesian coordinates (Å):
1 Cl -0.53085 0.49662 -0.56816  2.554
2 O 3.29784 5.02382 -3.88931  -0.496
3 O 2.48553 -3.24347 -3.56909  -0.614
4 O 4.34185 -4.26360 -2.78872  -0.513
5 O 4.74895 3.30113 -3.72347  -0.660
6 O -1.87503 1.00217 -0.66521  -0.857
7 O -0.31888 -3.46259 -3.79115  -0.599
8 O 3.23503 -2.95395 -1.48644  -0.511
9 O -3.54088 5.27234 1.70025  -0.622
10 O 0.21685 1.14271 0.46802  -0.897
11 O -2.74438 -2.41502 4.74221  -0.653
12 O 3.07589 3.64431 -2.26629  -0.486
13 O -2.15847 -3.13687 -2.52373  -0.525
14 O -0.45850 -0.90987 -0.27935  -0.895
15 O -1.85819 3.92508 2.17255  -0.477
16 O 0.09305 0.73970 -1.85459  -0.889
17 O -1.72439 -0.44224 4.46453  -0.503
18 O -0.88801 -4.90121 -2.23407  -0.521
19 O -3.19216 4.56181 3.80253  -0.528
20 O -2.32523 -1.01607 6.44470  -0.494
21 C -1.93052 -5.50581 -1.45170  -0.252
22 C 3.26954 -3.46980 -2.70262  0.974
23 C 3.79920 3.92484 -3.31527  0.984
24 C -1.10150 -3.79160 -2.94998  0.983
25 C -2.92289 4.63347 2.49194  0.989
26 C 4.75930 -4.58209 -4.10818  -0.254
27 C -1.38478 -0.77329 3.12144  -0.272
28 C 3.26091 2.43567 -1.53466  -0.263
29 C 4.06929 5.54484 -4.95406  -0.255
30 C -2.30775 -1.38869 5.19208  0.981
31 C -4.42800 5.10892 4.21389  -0.259
32 C -2.34420 -1.78485 -2.93905  -0.265
33 C -2.80025 -1.98474 7.38516  -0.255
34 C -1.24075 3.09614 3.15294  -0.265
35 C 2.18076 -2.03696 -1.18668  -0.267
36 H 1.75221 -2.31753 -0.22350  0.196
37 H 4.28687 2.24397 -1.22863  0.182
38 H -2.92024 -1.45086 8.32491  0.189
39 H -5.10765 5.20452 3.37055  0.212
40 H -2.84009 -1.58369 -3.88865  0.175
41 H -0.62960 3.72889 3.79760  0.172
42 H 4.37725 4.80152 -5.68522  0.199
43 H -0.98953 -1.77560 2.95525  0.199
44 H -3.72557 -2.44970 7.06140  0.203
45 H -2.77097 -5.75229 -2.09783  0.177
46 H -4.83574 4.51113 5.02584  0.184
47 H 2.58335 -1.03092 -1.13549  0.190
48 H -0.64060 -0.07209 2.75687  0.218
49 H 5.77898 -4.93594 -4.00772  0.184
50 H 4.70289 -3.71588 -4.76871  0.193
51 H 1.34759 -2.16091 -1.87652  0.230
52 H 2.83787 1.63267 -2.13710  0.212
53 H 2.64067 2.50669 -0.64476  0.219
54 H -1.36990 -1.29802 -2.92820  0.229
55 H -2.27180 -0.72528 2.48982  0.198
56 H 3.50919 6.33027 -5.45625  0.187
57 H -2.01241 -2.72298 7.53769  0.185
58 H -0.62110 2.33596 2.68480  0.226
59 H -1.43544 -6.34665 -0.98299  0.192
60 H 4.95306 6.03275 -4.53439  0.176
61 H -2.26600 -4.77436 -0.71595  0.197
62 H -2.95760 -1.32365 -2.16817  0.206
63 H -1.91083 2.53485 3.80301  0.192
64 H 4.08907 -5.32658 -4.53958  0.185
65 H -4.31230 6.10887 4.64149  0.175

---

3.
The following is a DFT calculation (ωB97M-V/def2-TZVPD) of C15H30CuNO5 as an isolated structure.

Values from the calculation:
**E_HOMO (alpha / beta)**: -3.677 / -3.483 eV
**Gap between HOMO and LUMO (alpha / beta)**: 6.09 / 4.58 eV
**2S+1**: 2
**Total charge**: -1
**⟨S²⟩**: 0.7644

Each line ends with the natural charge from an NBO analysis.
Cartesian coordinates (Å):
1 Cu 1.10519 -0.03451 -1.81009  0.958
2 O 0.32725 0.26031 -4.04538  -0.949
3 O 0.75199 4.41812 2.15344  -0.635
4 O 2.93867 1.46098 -2.16993  -1.027
5 O 0.43739 4.61907 -0.05275  -0.466
6 O 0.37935 -2.18826 -0.96294  -0.478
7 N -0.14836 -1.73514 0.35060  -0.106
8 C 0.38364 3.86075 1.02938  0.782
9 C -0.72751 2.77590 -0.56025  -0.445
10 C -0.82911 0.92270 -4.39368  -0.228
11 C 3.77062 2.58610 -2.07140  -0.221
12 C -2.09271 -3.19874 0.49020  -0.657
13 C 0.79202 -2.00626 1.51437  0.126
14 C 2.21862 -1.53713 1.13857  -0.620
15 C -0.16129 2.41597 0.80284  -0.518
16 C -2.31903 -1.15320 -0.89668  -0.621
17 C -1.22928 -1.24092 2.84618  -0.410
18 C 0.85890 -3.49649 2.01555  -0.637
19 C 0.11660 3.82664 -1.21362  -0.087
20 C -1.60503 -1.75616 0.37427  0.118
21 C -2.01415 -0.85104 1.58975  -0.394
22 C 0.33228 -1.14170 2.78020  -0.408
23 H -0.71097 1.89978 -1.20852  0.223
24 H 2.24496 -0.50791 0.78064  0.224
25 H 4.74080 2.15838 -1.81866  0.127
26 H 0.68767 -0.11613 2.68019  0.219
27 H -1.48086 -3.72157 1.22531  0.208
28 H -2.02944 -0.11024 -1.02499  0.222
29 H -0.36410 4.24390 -2.09845  0.204
30 H -1.86777 -1.68708 -1.73300  0.247
31 H -0.84284 2.01262 -4.39195  0.106
32 H 0.12970 -3.59105 2.82017  0.200
33 H -1.59313 -2.24518 3.06334  0.195
34 H 3.87505 3.21225 -2.95747  0.111
35 H -3.34318 -1.52566 -0.87419  0.214
36 H 2.87564 -2.16207 0.53369  0.232
37 H 1.83459 -3.84686 2.35225  0.220
38 H -1.70970 3.24769 -0.53181  0.208
39 H 0.67261 -4.20856 1.21159  0.224
40 H 1.09257 3.51577 -1.58633  0.228
41 H 0.62240 1.66090 0.74115  0.244
42 H -3.09797 -0.91649 1.68539  0.207
43 H -0.83269 2.15139 1.61973  0.236
44 H -1.58613 0.46050 -3.76011  0.116
45 H 2.86853 -1.59502 2.01170  0.209
46 H -1.13407 0.62120 -5.39578  0.117
47 H 3.50085 3.36399 -1.35711  0.101
48 H -3.09888 -3.51499 0.76533  0.217
49 H -1.59166 -0.59232 3.64374  0.209
50 H -1.91453 0.20373 1.33353  0.204
51 H -1.76017 -3.69584 -0.42106  0.231
52 H 0.52669 -1.52211 3.78300  0.220

---

4.
The following is a DFT calculation (ωB97M-V/def2-TZVPD) of a 5-piece molecular cluster, C15H30O15 overall.

Values from the calculation:
**E_HOMO**: -10.155 eV
**Gap between HOMO and LUMO**: 10.69 eV
**SMILES string**: COC(=O)OC.COC(=O)OC.COC(=O)OC.COC(=O)OC.COC(=O)OC
**Total charge**: 0

Each line ends with the natural charge from an NBO analysis.
Cartesian coordinates (Å):
1 O -0.67545 -3.49527 1.46191  -0.508
2 O -0.80211 -5.00111 3.03452  -0.617
3 O -2.70756 6.18690 -3.57305  -0.484
4 O -1.06298 -1.51709 -1.29389  -0.518
5 O -1.21073 5.06597 -2.51809  -0.653
6 O -3.32170 5.07489 -1.87730  -0.488
7 O -2.60381 0.42616 3.14497  -0.526
8 O 4.62449 -0.38289 -2.15864  -0.478
9 O 0.42143 0.19180 -1.86624  -0.506
10 O 6.78290 -0.28491 -2.29021  -0.499
11 O -0.38935 0.21778 3.75207  -0.619
12 O 5.86053 -1.50781 -0.70208  -0.706
13 O -1.81101 0.70313 5.42843  -0.517
14 O -1.83057 0.67259 -1.69706  -0.661
15 O -1.58397 -5.44452 1.03805  -0.542
16 C -1.87612 6.63018 -4.61371  -0.270
17 C 5.74593 -0.79046 -1.73599  0.989
18 C -1.98091 -6.72158 1.42833  -0.262
19 C 0.77952 1.51320 -2.23906  -0.252
20 C -0.85557 -0.14118 -1.59365  1.001
21 C -2.64621 -0.15979 1.94173  -0.244
22 C -2.36333 -2.02277 -1.07845  -0.295
23 C -0.87036 0.44862 6.45680  -0.257
24 C -3.01732 4.12187 -0.84662  -0.278
25 C -1.51897 0.37141 4.10958  1.016
26 C -0.96763 -4.63610 1.96542  0.988
27 C 8.10051 -0.25592 -1.95084  -0.253
28 C 0.30478 -2.59067 2.09418  -0.257
29 C 3.41967 -0.80603 -1.46592  -0.269
30 C -2.32090 5.38196 -2.67698  0.983
31 H 8.86034 0.39347 -2.28116  0.211
32 H -1.96832 0.12991 1.19103  0.178
33 H -2.77024 3.11889 -1.06515  0.214
34 H 2.62355 -1.03323 -2.14450  0.200
35 H 2.87718 -0.05444 -0.88842  0.196
36 H -2.81405 -2.66727 -1.98790  0.187
37 H 0.35592 -1.50844 1.52320  0.207
38 H -1.06393 -7.21543 1.77882  0.200
39 H -0.90984 1.12246 7.36609  0.204
40 H 1.67196 1.35748 -2.93298  0.200
41 H -2.54174 -2.86575 -0.27593  0.225
42 H -1.09591 -0.53397 6.80377  0.189
43 H 0.14287 0.57519 6.00945  0.208
44 H -2.44571 4.48877 -0.04408  0.189
45 H -2.32986 7.51181 -5.06914  0.205
46 H -0.79862 6.65927 -4.44157  0.210
47 H 1.11339 2.16030 -1.43969  0.195
48 H -1.83325 5.84285 -5.35734  0.183
49 H -0.01233 2.03302 -2.61947  0.217
50 H -2.38179 -7.05461 0.31541  0.201
51 H -3.18658 -1.29726 -0.88098  0.207
52 H 3.55463 -1.69912 -0.92964  0.221
53 H 8.49451 -1.36102 -2.02650  0.185
54 H 7.90735 -0.03927 -0.87230  0.200
55 H -2.92464 -6.70656 2.17788  0.191
56 H -2.06286 -1.16667 1.95585  0.172
57 H -3.92946 3.98917 -0.22927  0.190
58 H 1.25550 -2.92558 2.03392  0.187
59 H 0.14534 -2.31748 3.14417  0.211
60 H -3.55661 -0.18486 1.50824  0.197

---

5.
The following is a DFT calculation (ωB97M-V/def2-TZVPD) of C15H31BaBrP2 as an isolated structure.

Values from the calculation:
**E_HOMO**: -5.828 eV
**Gap between HOMO and LUMO**: 5.25 eV
**Total charge**: 0

Each line ends with the Mulliken charge.
Cartesian coordinates (Å):
1 Ba 3.38526 -1.06199 1.72155  1.425
2 Br 2.46264 -3.77268 2.77846  -0.715
3 P 0.59583 -2.38258 1.45191  -0.036
4 P 1.75420 1.57435 1.58054  0.669
5 C -3.36317 -0.03489 -1.54400  -0.768
6 C 0.33595 2.49272 2.25694  -1.233
7 C -3.07779 1.42163 -1.10595  -1.054
8 C 4.10657 0.93376 3.82790  -1.307
9 C 1.32591 -3.04898 -0.11402  -0.935
10 C -1.29904 -1.38291 -2.15653  -0.194
11 C -2.29574 -1.06034 -1.30512  -0.147
12 C -0.72805 1.46091 -2.02888  0.034
13 C -0.82366 -3.46522 1.84658  -1.179
14 C -1.05208 0.86434 -3.36262  -0.966
15 C -0.02107 -0.75922 0.87364  1.234
16 C 2.33966 2.80424 0.33685  -1.118
17 C -1.04688 -0.67652 -3.44579  -0.960
18 C 0.86012 0.42592 0.39770  0.503
19 C -1.63586 1.81269 -1.08929  -0.229
20 H 1.48597 3.46302 0.11211  0.325
21 H -1.63002 -2.86567 2.31146  0.379
22 H 0.50847 -3.46777 -0.70536  0.216
23 H -1.76883 -0.96596 -4.23095  0.285
24 H -0.51331 -4.26225 2.54835  0.339
25 H 1.47784 0.13686 -0.48416  0.666
26 H -3.67791 2.06045 -1.78193  0.306
27 H -3.56277 -0.02524 -2.63001  0.279
28 H 0.69005 3.11930 3.08328  0.353
29 H 4.05172 0.55717 4.86014  0.225
30 H -0.30375 1.22506 -4.09050  0.423
31 H 2.70026 2.29843 -0.57818  0.345
32 H -0.40108 1.79367 2.66380  0.357
33 H -0.79563 -0.42815 1.58057  0.326
34 H -1.20468 -3.94839 0.93803  0.316
35 H 3.15345 3.42604 0.74646  0.335
36 H 5.16492 0.83039 3.53280  0.361
37 H 0.31410 1.78604 -1.96097  0.494
38 H -2.03062 1.22057 -3.70780  0.345
39 H -0.60829 -1.03416 -0.02624  -1.599
40 H -0.07212 -1.04336 -3.79563  0.380
41 H 3.82616 2.00311 3.82340  0.164
42 H -3.48446 1.62949 -0.10191  0.390
43 H -0.75722 -2.32554 -2.03928  0.382
44 H 1.83018 -2.26218 -0.70340  0.406
45 H -1.42018 2.62529 -0.38589  0.420
46 H -2.51345 -1.69010 -0.44069  0.417
47 H 0.09261 1.07767 -0.05646  -1.911
48 H 2.03164 -3.86630 0.11237  0.457
49 H -0.11675 3.15289 1.51341  0.341
50 H -4.28912 -0.36561 -1.02668  0.454

---

6.
The following is a DFT calculation (ωB97M-V/def2-TZVPD) of C15H31BaNO3P2 as an isolated structure.

Values from the calculation:
**E_HOMO (alpha / beta)**: -3.926 / -3.860 eV
**Gap between HOMO and LUMO (alpha / beta)**: 3.42 / 3.42 eV
**Total charge**: 0

Each line ends with the Mulliken charge.
Cartesian coordinates (Å):
1 Ba -1.64600 0.08686 -0.61381  1.396
2 P 0.36743 -1.84611 -1.74600  1.132
3 P 0.50382 2.01380 -1.94718  0.161
4 O 0.38366 1.02372 1.48268  -0.642
5 O -1.65445 0.67437 2.03005  -0.779
6 O -0.17492 0.76096 3.60500  -0.588
7 N -0.44068 0.83553 2.43994  1.081
8 C 0.31423 1.67135 -6.04337  0.070
9 C 0.70013 0.74136 -3.26326  1.339
10 C 0.57353 -1.37047 -6.09543  -0.381
11 C 2.00486 -2.45314 -2.29150  -1.433
12 C 1.22498 3.65431 -2.42520  -1.238
13 C -1.92907 0.99406 -6.89683  -0.945
14 C 1.05177 0.96472 -7.12292  -0.974
15 C -0.02181 -0.60881 -3.09383  -0.103
16 C 1.46705 -0.54341 -6.96816  -1.005
17 C 0.14279 -2.31811 0.15221  -2.048
18 C -0.74409 -1.18559 -6.00127  -0.283
19 C -1.32174 2.46688 -2.48661  -1.445
20 C -1.02227 1.72081 -5.93516  -0.201
21 C -1.50296 -0.46877 -7.10366  -0.905
22 C -0.68952 -3.25660 -2.39873  -1.326
23 H 2.74143 -1.63550 -2.31639  0.351
24 H -0.74056 -2.05017 0.74950  0.775
25 H 2.31255 3.56593 -2.39135  0.405
26 H -2.42472 -1.04308 -7.29432  0.511
27 H -0.85248 -0.54797 -8.00585  0.250
28 H 0.18366 -3.42856 0.09583  0.515
29 H -1.88117 1.43454 -7.90144  0.326
30 H 0.99482 2.25737 -5.41778  0.479
31 H 2.49544 -0.60031 -6.51344  0.386
32 H 2.01118 1.49322 -7.20008  0.463
33 H -2.96737 1.05800 -6.48149  0.344
34 H 1.14040 -2.18483 -5.63916  0.508
35 H 0.48621 1.10896 -8.06214  0.338
36 H -0.31398 -3.93379 -3.20796  0.314
37 H 1.74650 0.59041 -3.57027  0.881
38 H -1.39939 -1.60227 -5.22598  0.720
39 H 1.50193 -0.90596 -8.01166  0.340
40 H 2.33527 -3.09102 -1.45402  0.446
41 H 0.87622 4.23902 -1.55664  0.409
42 H -1.74436 -3.00333 -2.62557  0.304
43 H 1.06430 -1.89483 0.60504  0.277
44 H -0.79985 -3.85755 -1.48006  0.454
45 H 0.28607 -1.20471 -3.95034  -1.643
46 H 2.07888 -3.03964 -3.24646  0.327
47 H -2.05765 1.61752 -2.53201  0.332
48 H -1.08710 -0.50775 -3.37538  1.205
49 H -1.64520 3.13285 -1.67089  0.370
50 H 0.10977 1.28808 -4.02083  -2.169
51 H -1.56648 2.33527 -5.21217  0.190
52 H 0.88255 4.14949 -3.35610  0.308
53 H -1.46812 3.02900 -3.43145  0.404

---

Strongest force on any atom / eV/A: 5.3, 1.8, 7.2, 8.1, 2.9, 3.5